(1)
# C3H6N2O2

One molecule with the formula C3H6N2O2 at a distorted geometry (ωB97M-V/def2-TZVPD, OMol25).

Each line ends with the natural charge from an NBO analysis.
Positions of all 13 atoms, in Å:
O -1.46355 1.17616 1.30822  -0.65
C -0.73226 0.40327 0.67455  0.73
N -0.01038 -0.56447 1.22908  -0.61
C 0.91045 -1.12619 0.11143  -0.23
C 0.70418 -0.08880 -0.95984  -0.25
N -0.63266 0.38344 -0.65049  -0.18
O -0.95986 1.75872 -0.99846  -0.58
H -0.54382 -1.02403 1.93554  0.42
H 0.46076 -2.01604 -0.22792  0.20
H 1.94879 -1.18690 0.56410  0.23
H 0.62660 -0.38820 -1.98995  0.23
H 1.40898 0.86964 -0.79269  0.20
H -1.71723 1.80338 -0.20357  0.50

Results
SMILES: O=C1NCCN1O
DFT total energy: -10281.0718 eV
Net charge: 0
E_LUMO: 0.74 eV
Molar mass: 102.093 u
Orbital gap: 10.223 eV



(2)
# C9H20ClFeIN2O2PS

C9H20ClFeIN2O2PS as an isolated structure at a distorted geometry (ωB97M-V/def2-TZVPD, OMol25).

Each line ends with the natural charge from an NBO analysis.
Positions of all 38 atoms, in Å:
C -0.36226 -2.56370 -1.29647  -0.80
C 0.90610 -1.77813 -1.36017  0.81
H -0.08892 -3.59821 -1.57459  0.33
H -1.07118 -2.15778 -2.04896  0.30
H -0.79297 -2.60021 -0.26819  0.31
O 1.91228 -2.24231 -1.79267  -0.28
I 2.72287 2.67298 0.06303  0.15
Fe -1.46455 -0.01556 -0.42408  1.32
P -0.14168 0.75868 -2.70937  0.92
C 1.53504 1.12991 -3.31906  -0.96
C -0.69483 -0.45635 -3.96982  -0.96
H -1.99922 2.27638 -2.57012  0.27
H -1.10418 2.55892 -4.10122  0.28
H -0.44712 3.14029 -2.53262  0.27
C -1.00614 2.33452 -3.03426  -0.95
H -1.73477 -0.73255 -3.77030  0.26
H -0.62300 -0.06839 -4.99397  0.28
H 1.53163 1.33900 -4.39042  0.28
H 2.21993 0.29703 -3.12375  0.25
H -0.09549 -1.37011 -3.90155  0.23
H 1.93983 2.00614 -2.78758  0.27
C 1.49301 0.49710 -0.52418  0.24
O 2.55975 -0.08680 -0.68406  -0.61
Cl -3.60708 0.70150 -0.78342  -0.59
C 0.37102 1.42787 4.35532  -0.44
N 0.79092 0.47836 3.34605  -0.54
C -0.03764 -0.43080 2.84451  0.41
S 0.35041 -0.90198 1.20746  -0.35
N -1.04649 -0.98017 3.58757  -0.56
C -0.74026 -1.36294 5.01706  -0.42
H -0.69164 1.31786 4.57217  0.23
H 0.53985 2.43793 4.00174  0.24
H 0.92199 1.28029 5.29322  0.24
H 1.50804 0.88550 2.65257  0.44
H -1.45270 -1.75661 3.03365  0.42
H -1.60569 -1.06688 5.60403  0.24
H -0.67808 -2.46437 4.98658  0.23
H 0.18322 -0.90643 5.39584  0.23

Results
2S+1: 6
DFT total energy: -91846.4947 eV
Net charge: +2
E_LUMO (spin up / spin down): -10.49 / -10.10 eV
Molar mass: 469.514 u
Orbital gap (spin up / spin down): 4.741 / 5.283 eV



(3)
# C2H4N3O

An isolated ion of composition C2H4N3O and charge +1 at a distorted geometry (ωB97M-V/def2-TZVPD, OMol25).

Each line ends with the natural charge from an NBO analysis.
Positions of all 10 atoms, in Å:
C -1.49090 0.39416 0.05219  -0.47
N -0.00643 0.31539 0.00878  0.43
O 0.68557 1.29660 0.00982  -0.15
N 0.62028 -0.84904 0.03277  -0.35
C 2.18991 -0.54035 0.05718  0.36
N 3.28378 -0.23750 0.04276  -0.15
H -1.60798 1.27667 0.68681  0.29
H -1.88484 -0.45673 0.42486  0.24
H -2.06973 0.58332 -0.97027  0.31
H 0.28034 -1.78252 -0.34489  0.50

Results
SMILES: C[N+](=O)NC#N
DFT total energy: -8643.3540 eV
Net charge: +1
E_LUMO: -7.20 eV
Molar mass: 86.074 u
Orbital gap: 10.153 eV